Molecular formula: C40H37N4O4P2SSn
Method: DFT, ωB97M-V/def2-TZVPD

E_HOMO (spin up / spin down): -15.85 / -15.85 eV

ORCA input file:
```
! wB97M-V def2-TZVPD RIJCOSX def2/J DEFGRID3
* xyz 3 1
Sn -0.8458 -0.6978 -0.5370
O 1.4746 -0.9716 0.3229
P 2.5465 -0.5016 1.2799
C 2.4858 1.3151 1.6268
P 1.1859 2.2787 0.7331
O 0.1096 1.3965 0.1633
C 1.9545 3.2768 -0.5565
C 1.2241 3.5153 -1.7180
C 1.7315 4.3587 -2.6895
C 2.9611 4.9747 -2.4999
C 3.6963 4.7262 -1.3489
C 3.1911 3.8878 -0.3717
C 0.4758 3.3761 1.9917
C -0.7814 3.0977 2.5142
C -1.2982 3.9083 3.5111
C -0.5720 4.9979 3.9699
C 0.6807 5.2753 3.4443
C 1.2057 4.4683 2.4507
C 2.3575 -1.4189 2.8336
C 2.3533 -0.8626 4.1051
C 2.1072 -1.6738 5.2032
C 1.8939 -3.0338 5.0420
C 1.9374 -3.5941 3.7747
C 2.1548 -2.7901 2.6723
C 4.1727 -0.8134 0.5474
C 4.2980 -0.9902 -0.8299
C 5.5503 -1.2062 -1.3812
C 6.6722 -1.2482 -0.5656
C 6.5479 -1.0555 0.8042
C 5.2996 -0.8404 1.3630
H 3.4713 1.7263 1.3987
H 2.3015 1.4595 2.6933
H 0.2663 3.0288 -1.8490
H 1.1676 4.5476 -3.5901
H 3.3420 5.6620 -3.2401
H 4.6594 5.1919 -1.2097
H 3.7655 3.7119 0.5259
H -1.3406 2.2431 2.1472
H -2.2666 3.6874 3.9335
H -0.9855 5.6379 4.7346
H 1.2472 6.1212 3.7996
H 2.1730 4.6902 2.0288
H 2.5295 0.1923 4.2614
H 2.0722 -1.2341 6.1864
H 1.6978 -3.6538 5.9032
H 1.8028 -4.6553 3.6459
H 2.1734 -3.2208 1.6784
H 3.4144 -0.9160 -1.4543
H 5.6577 -1.3350 -2.4474
H 7.6452 -1.4309 -0.9953
H 7.4231 -1.0741 1.4342
H 5.1925 -0.6962 2.4285
O -3.8643 -3.4531 0.2116
S -3.0902 -3.0420 -0.9028
O -1.6206 -3.0797 -0.7286
N -3.2556 -1.4028 -1.1261
C -4.3781 -0.7200 -1.1120
C -5.6798 -1.2588 -1.2675
C -6.7824 -0.4310 -1.3077
C -6.6520 0.9487 -1.1811
C -5.3864 1.5428 -0.9753
C -5.2099 2.9295 -0.7828
C -3.9394 3.4145 -0.5643
C -2.8673 2.5170 -0.5381
N -3.0020 1.2087 -0.7198
C -4.2317 0.7199 -0.9391
C -3.4961 -3.8843 -2.4068
C -3.1210 -3.2953 -3.6007
C -3.4472 -3.9279 -4.7899
C -4.1212 -5.1422 -4.7637
C -4.4668 -5.7297 -3.5558
C -4.1610 -5.0944 -2.3603
H -5.7823 -2.3280 -1.3689
H -7.7630 -0.8585 -1.4490
H -7.5214 1.5868 -1.2324
H -6.0648 3.5895 -0.8005
H -3.7676 4.4682 -0.4073
H -1.8582 2.8662 -0.3528
H -2.5939 -2.3511 -3.5829
H -3.1755 -3.4816 -5.7327
H -4.3818 -5.6324 -5.6894
H -4.9762 -6.6794 -3.5403
H -4.4322 -5.5151 -1.4048
N 2.4533 -3.7859 -1.4316
N 1.1844 -3.2748 -1.5414
H 2.7964 -4.2393 -2.2712
H 3.1133 -3.1366 -1.0056
H 0.8139 -2.9768 -0.6294
H 0.5481 -3.9103 -2.0181
*
```

Mulliken atomic charge list, values in e, 2 entries: 1.335 0.035